1.
Here is a molecular structure, C2H4IrLiO2 from the Open Molecules 2025 dataset. Energies are from ωB97M-V/def2-TZVPD.

Atoms and positions in Å:
O (-0.392, 1.683, -0.332)
C (0.883, 0.490, 0.126)
C (0.331, -0.842, 0.019)
O (-1.011, -0.929, 0.500)
H (-0.709, 2.088, 0.480)
H (0.912, 0.867, 1.162)
H (1.642, 0.700, -0.638)
H (1.002, -1.661, 0.309)
Li (-1.460, -2.840, -0.076)
Ir (-1.198, 0.444, -1.550)

The total energy is -340.0177 a.u. The multiplicity is 5. Its maximum force is 4.00 eV/A. Its charge is +2. The value obtained for the HOMO energy (alpha / beta) is -0.63920 / -0.73479 Ha. The energy above the lowest of the compared OMol25 structures with the same formula, charge and spin comes out at 230.6 kJ/mol. Its expectation value of S² is 6.016.



2.
Here is a molecular structure, C2H4K3O4 from the Open Molecules 2025 dataset. Energies are from ωB97M-V/def2-TZVPD.

Atoms and positions in Å:
K (1.769, 2.362, 0.101)
K (-4.813, 2.075, 1.443)
K (-3.863, -1.843, -1.869)
O (-0.772, 0.759, 0.957)
C (-1.787, 0.369, 0.206)
O (-2.710, 1.119, -0.083)
O (-1.832, -0.766, -0.285)
H (-0.090, 0.113, 0.758)
C (2.862, -0.838, -0.239)
O (1.492, -0.731, -0.407)
H (3.167, -1.872, -0.394)
H (3.471, -0.276, -0.947)
H (3.107, -0.470, 0.758)

The total energy is -2178.9142 a.u. The multiplicity is 2. Its maximum force is 4.46 eV/A. Its charge is +2. The value obtained for the HOMO energy (alpha / beta) is -0.51829 / -0.51823 Ha. Its expectation value of S² is 0.754.



3.
Here is a molecular structure, C2H4KLiO2 from the Open Molecules 2025 dataset. Energies are from ωB97M-V/def2-TZVPD.

Atoms and positions in Å:
O (-2.891, -2.309, -0.173)
H (-3.736, -2.631, 0.135)
C (0.319, 1.521, 0.303)
C (1.397, 0.703, 0.273)
O (1.398, -0.600, 0.482)
H (-0.666, 1.156, 0.609)
H (0.448, 2.590, 0.133)
H (2.391, 1.171, 0.160)
Li (2.910, -1.633, 0.588)
K (-0.585, -2.237, 0.332)

The total energy is -836.5677 a.u. The multiplicity is 2. Its maximum force is 0.61 eV/A. Its charge is -1. The value obtained for the HOMO energy (alpha / beta) is -0.03696 / -0.15929 Ha. The energy above the lowest of the compared OMol25 structures with the same formula, charge and spin comes out at 6.8 kJ/mol. Its expectation value of S² is 0.750.



4.
Here is a molecular structure, C2H4LiMnO from the Open Molecules 2025 dataset. Energies are from ωB97M-V/def2-TZVPD.

Atoms and positions in Å:
O (1.342, 0.530, -0.041)
Li (3.057, 0.274, -0.084)
Mn (0.297, 2.114, -0.063)
C (-0.018, -0.644, 0.017)
C (-1.264, 0.111, 0.028)
H (0.134, -1.268, -0.878)
H (0.172, -1.238, 0.925)
H (-1.832, 0.092, 0.968)
H (-1.888, 0.028, -0.872)

The total energy is -1312.2561 a.u. The multiplicity is 7. Its maximum force is 2.17 eV/A. The value obtained for the HOMO energy (alpha / beta) is -0.19036 / -0.26090 Ha. The energy above the lowest of the compared OMol25 structures with the same formula, charge and spin comes out at 0.0 kJ/mol. Its expectation value of S² is 12.008.



5.
Here is 2 unconnected molecules or ions with the total composition C2H4N from the Open Molecules 2025 dataset. Energies are from ωB97M-V/def2-TZVPD.

Atoms and positions in Å:
C (-1.380, -0.215, -0.295)
C (1.135, -0.120, -0.081)
N (-0.240, -0.202, -0.043)
H (-3.732, 0.727, 0.588)
H (1.204, 0.303, 0.830)
H (1.578, -1.155, -0.292)
H (1.435, 0.662, -0.706)

The total energy is -132.7972 a.u. Its maximum force is 5.89 eV/A. Its charge is +1. The value obtained for the HOMO energy (alpha / beta) is -0.66492 / -0.64902 Ha. The energy above the lowest of the compared OMol25 structures with the same formula, charge and spin comes out at 572.2 kJ/mol.



6.
Here is 2 unconnected molecules or ions with the total composition C2H4N2 from the Open Molecules 2025 dataset. Energies are from ωB97M-V/def2-TZVPD.

Atoms and positions in Å:
C (-0.085, 0.065, -0.397)
C (-1.571, 0.036, -0.400)
N (3.841, -0.905, 0.335)
N (3.822, -0.171, 1.166)
H (0.157, 0.749, 0.398)
H (-2.094, -0.259, 0.499)
H (-2.050, -0.550, -1.175)
H (-2.020, 1.035, -0.427)

The total energy is -187.9927 a.u. Its maximum force is 2.82 eV/A. The value obtained for the HOMO energy (alpha / beta) is -0.32970 / -0.32972 Ha. The energy above the lowest of the compared OMol25 structures with the same formula, charge and spin comes out at 329.9 kJ/mol.



7.
Here is C2H4N2 in the gas phase from the Open Molecules 2025 dataset. Energies are from ωB97M-V/def2-TZVPD.

Atoms and positions in Å:
N (2.127, -0.372, 0.255)
C (1.415, 0.063, -0.558)
C (-0.078, 0.551, -0.037)
N (-1.050, -0.471, 0.086)
H (0.034, 1.057, 0.959)
H (-0.310, 1.255, -0.795)
H (-1.193, -0.967, -0.779)
H (-0.919, -1.121, 0.853)

The total energy is -188.0498 a.u. Its maximum force is 3.09 eV/A. The value obtained for the HOMO energy is -0.37762 Ha. The energy above the lowest of the compared OMol25 structures with the same formula, charge and spin comes out at 180.0 kJ/mol.



8.
Here is C2H4N2 in the gas phase from the Open Molecules 2025 dataset. Energies are from ωB97M-V/def2-TZVPD.

Atoms and positions in Å:
C (1.612, 0.135, -0.056)
N (0.630, -0.622, -0.395)
N (-0.467, 0.013, -0.663)
C (-1.587, -0.080, 0.023)
H (2.477, -0.456, 0.314)
H (1.451, 1.223, 0.121)
H (-1.675, -0.743, 0.960)
H (-2.441, 0.530, -0.304)

The total energy is -188.0271 a.u. Its maximum force is 5.34 eV/A. The value obtained for the HOMO energy is -0.34332 Ha. The energy above the lowest of the compared OMol25 structures with the same formula, charge and spin comes out at 239.4 kJ/mol.



9.
Here is 2 unconnected molecules or ions with the total composition C2H4N2 from the Open Molecules 2025 dataset. Energies are from ωB97M-V/def2-TZVPD.

Atoms and positions in Å:
C (-1.406, 0.423, -0.272)
C (1.902, -0.261, 0.227)
N (-1.702, -0.701, -0.389)
N (1.123, 0.538, 0.350)
H (-1.644, 1.479, -0.308)
H (2.687, -1.024, -0.106)
H (-1.675, -1.723, -0.397)
H (0.715, 1.270, 0.896)

The total energy is -187.2525 a.u. Its maximum force is 5.55 eV/A. Its charge is +2. The value obtained for the HOMO energy is -0.92773 Ha. The energy above the lowest of the compared OMol25 structures with the same formula, charge and spin comes out at 129.5 kJ/mol.



10.
Here is a gas-phase ion, C2H4N2 (charge +2) from the Open Molecules 2025 dataset. Energies are from ωB97M-V/def2-TZVPD.

Atoms and positions in Å:
C (0.409, -0.903, 0.248)
N (-0.827, -0.585, 0.207)
C (-0.455, 0.879, -0.314)
N (0.811, 0.568, -0.192)
H (1.103, -1.711, 0.584)
H (-1.767, -1.054, 0.240)
H (-1.056, 1.878, -0.566)
H (1.782, 0.927, -0.206)

The total energy is -187.1970 a.u. Its maximum force is 2.81 eV/A. Its charge is +2. The value obtained for the HOMO energy is -0.90671 Ha. The energy above the lowest of the compared OMol25 structures with the same formula, charge and spin comes out at 275.2 kJ/mol.



11.
Here is 2 unconnected molecules or ions with the total composition C2H4N2O from the Open Molecules 2025 dataset. Energies are from ωB97M-V/def2-TZVPD.

Atoms and positions in Å:
C (-1.910, 0.334, 0.274)
C (0.703, -0.489, -0.981)
N (2.109, -0.080, 0.865)
N (1.474, -0.271, -0.126)
O (-2.199, -0.815, 0.283)
H (-1.106, 0.770, -0.213)
H (0.556, -1.144, -1.780)
H (-2.549, 1.020, 0.849)
H (2.921, 0.675, 0.829)

The total energy is -263.1979 a.u. Its maximum force is 5.20 eV/A. The value obtained for the HOMO energy is -0.32934 Ha. The energy above the lowest of the compared OMol25 structures with the same formula, charge and spin comes out at 434.2 kJ/mol.



12.
Here is C2H4N2O in the gas phase from the Open Molecules 2025 dataset. Energies are from ωB97M-V/def2-TZVPD.

Atoms and positions in Å:
N (-0.642, 1.173, 0.299)
C (-0.662, -0.042, 0.796)
N (0.424, -0.767, 0.572)
C (1.176, -0.136, -0.766)
O (2.076, -0.767, -1.200)
H (-1.514, 1.681, 0.273)
H (-1.532, -0.456, 1.313)
H (0.405, -1.751, 0.810)
H (0.241, 0.990, -0.545)

The total energy is -263.2901 a.u. Its maximum force is 0.82 eV/A. The value obtained for the HOMO energy is -0.30815 Ha. The energy above the lowest of the compared OMol25 structures with the same formula, charge and spin comes out at 192.2 kJ/mol.